{"formula": "C41H111N18O17P5", "method": "wB97M-V/def2-TZVPD", "species": ["P", "P", "P", "P", "P", "O", "O", "O", "O", "O", "O", "O", "O", "O", "O", "O", "O", "O", "O", "O", "O", "O", "N", "N", "N", "N", "N", "N", "N", "N", "N", "N", "N", "N", "N", "N", "N", "N", "N", "N", "C", "C", "C", "C", "C", "C", "C", "C", "C", "C", "C", "C", "C", "C", "C", "C", "C", "C", "C", "C", "C", "C", "C", "C", "C", "C", "C", "C", "C", "C", "C", "C", "C", "C", "C", "C", "C", "C", "C", "C", "C", "H", "H", "H", "H", "H", "H", "H", "H", "H", "H", "H", "H", "H", "H", "H", "H", "H", "H", "H", "H", "H", "H", "H", "H", "H", "H", "H", "H", "H", "H", "H", "H", "H", "H", "H", "H", "H", "H", "H", "H", "H", "H", "H", "H", "H", "H", "H", "H", "H", "H", "H", "H", "H", "H", "H", "H", "H", "H", "H", "H", "H", "H", "H", "H", "H", "H", "H", "H", "H", "H", "H", "H", "H", "H", "H", "H", "H", "H", "H", "H", "H", "H", "H", "H", "H", "H", "H", "H", "H", "H", "H", "H", "H", "H", "H", "H", "H", "H", "H", "H", "H", "H", "H", "H", "H", "H", "H", "H", "H", "H", "H"], "positions_angstrom": [[-3.4140, -0.8885, 1.9238], [2.2360, -1.6075, 5.7643], [2.6509, 4.8165, 5.4972], [-0.7270, -3.6332, -6.5744], [0.4476, -5.3776, -1.8409], [0.4157, 6.0210, -1.9077], [1.5651, 3.5383, -3.9234], [5.4675, 0.0850, -0.1491], [3.6606, -1.9471, 5.6207], [-0.3040, 6.4498, -3.9426], [3.6457, -1.0258, -0.3783], [1.3310, 1.5262, -2.9966], [-0.3251, 2.4734, 0.4991], [-2.1676, -1.6570, 1.7216], [-3.3483, 3.2862, -4.4019], [2.2067, 4.0515, 6.6703], [0.5012, 0.9113, 1.7170], [1.4901, 7.5282, -3.1610], [-2.9550, 2.0460, -2.7178], [-0.1166, -4.6887, -5.7671], [1.3875, 1.7505, -5.2113], [0.6320, -5.8544, -3.2164], [2.7913, 6.4528, 5.8134], [1.8385, -0.0792, 6.2350], [-1.2695, -2.3039, -5.7579], [0.9294, -6.4495, -0.6544], [1.4368, -1.7627, 4.3182], [1.5760, 4.8761, 4.2446], [-1.1255, -4.9930, -1.4565], [-2.0220, -4.2155, -7.4511], [-3.3412, 0.7709, 1.7572], [4.0576, 4.3110, 4.8092], [0.3284, -2.9650, -7.6835], [-0.0178, 1.3131, 0.7028], [-3.6401, 2.8164, -3.3321], [4.6595, -0.5146, -0.8148], [-4.6599, -1.3160, 0.8935], [-4.0437, -1.1122, 3.4456], [1.3854, -4.0629, -1.4697], [1.4938, -2.5599, 6.9124], [-3.4749, 1.4156, 0.4613], [1.8800, 1.0234, 5.2779], [0.0645, -1.3950, 4.1029], [-1.5015, 5.1769, -0.8683], [-4.3352, -1.7565, -0.4417], [1.3086, -3.8177, -8.3045], [1.4314, 2.8402, -6.1415], [-2.3571, -5.6282, -7.3685], [-6.0444, -0.9331, 1.0709], [-1.4270, -4.2419, -0.2236], [4.9458, -0.6828, -2.2611], [-0.4159, -1.1927, -5.4629], [0.0072, -7.3344, -0.0048], [4.5734, 4.7326, 3.5130], [-4.9808, 3.1332, -2.8109], [0.6425, 6.7298, -3.0158], [-0.2620, 0.3506, -0.3832], [-1.2623, 5.5201, -3.4330], [1.5815, -3.0866, -2.5191], [-2.6619, 1.5758, 2.7748], [2.8005, 6.8945, 7.1927], [-0.6388, 5.0171, -2.0975], [1.9254, -2.7133, 3.3202], [5.0124, 3.6115, 5.6338], [2.0256, 0.3617, 7.5865], [2.7940, 4.9516, -5.5183], [1.4170, 2.2027, -3.9588], [0.3715, 5.6661, 4.3340], [-2.9156, -3.4030, -8.2378], [-2.6454, -2.2331, -5.2790], [1.4986, 3.8319, 3.2531], [-3.3850, -2.0431, 4.3237], [2.2459, -7.0184, -0.8840], [1.5775, 4.0603, -5.2409], [-2.1991, -5.7973, -2.0239], [3.1832, 7.4234, 4.8265], [-0.0124, -1.8311, -8.4850], [1.6520, -3.5899, -0.1194], [1.9932, -3.8906, 7.1031], [0.1298, -2.3159, 7.3643], [-4.9602, -0.2259, 4.1049], [3.0179, 0.7980, 7.7239], [5.1156, -1.7346, -2.4629], [-1.2961, -3.1679, -0.3040], [-3.1088, -5.8329, -6.6011], [-0.7238, -4.6207, 0.5267], [-4.8542, 3.9909, -2.1530], [-0.8628, -6.8286, 0.4272], [2.9459, -6.1956, -1.0424], [1.0043, -2.1759, -2.3388], [-2.4205, 4.5898, -0.9303], [-2.9440, -2.3842, -7.8561], [-6.3698, -0.2786, 0.2546], [-1.8490, -6.3066, -2.9205], [-3.0098, 2.6002, 2.6121], [2.2950, -7.6734, -1.7591], [-2.4110, -4.5449, 0.1324], [-2.1842, 6.0624, -3.2113], [1.8246, 7.3184, 7.4677], [0.9971, -2.7512, 0.1464], [2.6409, -2.8136, -2.5920], [2.6793, -3.2211, -0.1114], [2.7760, 5.2143, -6.5755], [-0.6343, -2.2203, 4.3000], [-4.5323, 1.5845, 0.2102], [4.2522, 7.6854, 4.9107], [-0.0910, -2.1100, -9.5491], [-4.1219, -2.5447, 4.9571], [-1.5713, 1.5861, 2.7221], [0.7434, 4.7522, -5.4030], [0.5599, -1.3107, -5.9238], [1.5318, -4.6817, -7.6851], [-6.2315, -0.4877, 2.0378], [4.4747, 3.1280, 6.4495], [5.7723, 4.2905, 6.0432], [0.3995, 6.4651, 3.5868], [0.9718, -4.1565, -9.2981], [-3.2982, -1.7721, -6.0251], [-0.9462, 4.8116, -0.0016], [-3.0444, -5.1532, -2.2925], [1.2794, -4.6282, 6.7056], [-0.9596, -1.3721, -8.2199], [0.2814, 6.1253, 5.3190], [1.8706, -0.4544, 8.2901], [0.4560, -7.7473, 0.9078], [3.7579, 4.9741, 2.8376], [1.1647, 1.7989, 5.5836], [3.7090, 4.4280, -5.2411], [-0.5108, 5.0327, 4.2137], [-2.6463, -1.5329, 4.9458], [-2.5599, -6.5643, -1.3199], [0.0163, -1.3353, 7.8230], [2.5717, -7.5641, 0.0022], [-2.6474, -1.6352, -4.3691], [-0.5973, -2.4270, 6.5507], [2.1051, -2.1861, 2.3770], [2.2713, 2.7017, -6.8215], [-2.9868, -3.2421, -5.0551], [4.1250, -0.2754, -2.8358], [-0.8424, -0.2612, -5.8592], [-1.3951, 4.7212, -4.1534], [-4.9775, -2.5676, -0.7996], [0.8748, 2.9854, 3.5617], [5.1292, 3.9003, 3.0774], [-6.6906, -1.8221, 1.0798], [-5.2101, 0.6285, 3.4774], [-0.2963, -1.0181, -4.3902], [2.6786, 5.8712, -4.9465], [2.8736, -3.1467, 3.6360], [3.0878, 7.0395, 3.8122], [2.2351, -3.2604, -8.4944], [2.8517, 1.5377, 5.3200], [-4.5738, 0.1621, 5.0519], [2.9233, -4.0211, 6.5574], [5.2479, 5.5854, 3.6412], [3.5373, 7.6852, 7.3660], [-2.9725, 1.3168, 3.7865], [-1.4642, -6.2236, -7.2041], [-2.9109, -2.8318, 3.7458], [1.5361, -4.3885, 0.6056], [0.8004, -1.0950, -8.4624], [-4.3452, -0.9390, -1.1747], [-2.9460, 2.3629, 0.4326], [-0.1235, -3.0763, 8.1056], [-3.9341, -3.7838, -8.1085], [5.5414, 2.8242, 5.0904], [0.5148, 2.8355, -6.7263], [1.3036, -3.5445, -3.4708], [-0.7223, 0.8180, -1.2456], [-5.9106, -0.7431, 4.2888], [-5.4119, 2.2898, -2.2839], [1.0629, 4.2211, 2.3284], [-2.7476, -5.9286, -8.3456], [1.2620, 1.1128, 7.8041], [-3.3429, -2.2048, -0.4005], [-5.6311, 3.3982, -3.6358], [2.6048, 8.3478, 4.9190], [0.6954, -0.0136, -0.7571], [-3.0956, 0.7730, -0.3363], [-0.3302, -8.1646, -0.6374], [5.8483, -0.1089, -2.4469], [3.0199, 6.0741, 7.8712], [-2.6684, -3.3694, -9.3030], [-1.6715, 6.2255, -0.6305], [-0.2357, -0.5663, 4.7487], [1.6263, 0.7403, 4.2627], [-0.1193, -1.1063, 3.0671], [1.2026, -3.5260, 3.1754], [2.4656, 3.4066, 2.9831], [-0.8098, -0.4870, 0.0475], [-0.1310, 4.0684, -2.2500], [2.1495, -4.1385, 8.1569]], "smiles": "CN(C)P(=O)(N(C)C)N(C)C.CN(C)P(=O)(N(C)C)N(C)C.CN(C)P(=O)(N(C)C)N(C)C.CN(C)P(=O)(N(C)C)N(C)C.CN(C)P(=O)(N(C)C)N(C)C.C[C@H]1COC(=O)O1.C[C@H]1COC(=O)O1.C[N+](=O)[O-].C[N+](=O)[O-].C[N+](=O)[O-]", "e_tot_ha": -5600.2672, "e_homo_ha": -0.2811, "largest_force_ev_per_a": 2.0}

{"formula": "C13H32Cl4INbO9P3", "method": "wB97M-V/def2-TZVPD", "species": ["I", "Nb", "Cl", "Cl", "Cl", "Cl", "P", "P", "P", "O", "O", "O", "O", "O", "O", "O", "O", "O", "C", "C", "C", "C", "C", "C", "C", "C", "C", "C", "C", "C", "C", "H", "H", "H", "H", "H", "H", "H", "H", "H", "H", "H", "H", "H", "H", "H", "H", "H", "H", "H", "H", "H", "H", "H", "H", "H", "H", "H", "H", "H", "H", "H", "H"], "positions_angstrom": [[2.7955, -0.6397, -0.4344], [2.2222, -2.6991, 1.3587], [5.3616, -4.8728, 2.8544], [-1.5659, -4.9589, -0.6407], [1.9458, -4.5080, 2.9691], [-1.1269, -1.8741, 0.6464], [1.1936, -1.1590, 3.1515], [-3.1450, 4.0023, -1.9929], [1.1171, 0.9133, 2.5841], [-2.2888, 2.6759, -1.5810], [0.2818, 1.2099, 1.2472], [-3.3619, 5.4684, -1.9943], [-4.4019, 3.4501, -1.1206], [-3.5878, 3.4857, -3.4762], [0.2332, 1.6671, 3.7336], [2.4365, 1.5423, 2.6228], [2.3151, -6.3915, -0.2379], [3.2398, -5.4200, 0.2255], [5.4062, -3.3339, 1.9150], [-1.2917, -4.4675, 2.0017], [2.9152, -4.1275, -0.2942], [-2.9433, 4.0231, -4.6235], [-6.4399, 4.7628, -1.2751], [-0.6021, 3.9426, -0.2973], [-1.5123, 3.5341, -4.7582], [-0.8937, 2.7845, -1.2237], [4.2705, -2.3670, 2.2712], [-0.4223, -4.5140, 0.7466], [0.1624, -3.1303, 0.3957], [-5.2644, 4.3371, -0.4174], [6.7584, -2.6752, 2.2929], [-5.6282, 3.7943, 0.4571], [2.1332, -4.2106, -1.0555], [0.3505, -5.2732, 0.7881], [-1.4642, 2.4496, -4.6601], [-1.2174, 3.8836, 0.6011], [-0.1804, -1.4785, 3.2933], [-0.6396, 1.2497, 3.6831], [0.4471, 3.9395, -0.0052], [4.5884, -1.3545, 2.0081], [0.3447, -3.1604, -0.6788], [6.9252, -2.7027, 3.3662], [-2.3149, -4.1983, 1.7535], [3.8058, -3.7473, -0.8085], [-0.8141, 4.9026, -0.7853], [-2.9774, 5.1162, -4.5977], [-3.5248, 3.6968, -5.4864], [-7.1084, 3.9174, -1.4483], [4.2104, -2.3562, 3.3656], [2.3157, -6.3375, -1.2065], [7.5721, -3.1418, 1.7330], [-6.1181, 5.1157, -2.2544], [5.5079, -3.5681, 0.8571], [6.7120, -1.6431, 1.9379], [-7.0098, 5.5553, -0.7862], [-1.3506, -5.4605, 2.4540], [0.1327, 0.4181, 0.7051], [-0.2890, 2.8554, -2.1324], [-0.9063, -3.7713, 2.7430], [-0.6225, 1.8563, -0.7365], [-0.8787, 3.9721, -3.9811], [-4.7126, 5.2008, -0.0472], [-1.0955, 3.8197, -5.7252]], "e_tot_ha": -4411.3007, "charge": -1, "e_homo_ha": -0.2074, "largest_force_ev_per_a": 6.1}